C23H51FN4O2P | wB97M-V/def2-TZVPD

Geometry as XYZ:
```
82
Properties=species:S:1:pos:R:3:forces:R:3:mulliken_charge:R:1
P -0.2055 -1.5292 -5.1616 -0.168 0.125 0.067 0.1219
F 0.7925 0.0681 -1.8623 0.193 -0.060 0.060 -0.1843
O -1.2172 -2.4764 -6.0335 0.302 -0.136 -0.084 -0.4763
O 2.6451 -0.4666 -0.7959 0.243 -0.008 0.502 -0.4344
N 2.3279 2.7192 3.3067 -0.032 -0.013 -0.019 0.2239
N -5.2058 2.6134 0.4183 0.044 -0.042 0.003 0.1302
N 3.1193 -3.5223 -4.7026 0.020 0.089 0.118 0.0238
N 2.9799 -6.0605 1.5657 0.158 0.157 0.083 -0.6273
C 2.0361 4.7479 4.7016 0.027 0.010 -0.001 -1.4652
C -5.8136 4.2074 2.3285 -0.019 0.004 -0.006 -0.9650
C -0.2006 2.4596 3.0143 -0.084 -0.090 0.032 -0.4821
C -5.5113 0.8499 2.2487 -0.023 -0.012 -0.012 -0.8284
C 2.9237 2.1451 2.1142 0.032 -0.029 -0.026 -0.9142
C -3.7641 2.7049 0.5485 0.031 0.015 0.012 -0.4405
C -5.9063 3.8121 0.8511 -0.047 0.055 -0.029 -0.6566
C 2.4097 -4.9028 -0.5275 0.011 -0.077 -0.014 -0.4001
C 3.5042 -3.8837 -0.8389 0.167 -0.165 0.051 -0.3159
C -1.1962 -1.1278 -3.6707 -0.035 -0.005 -0.039 -0.9717
C 2.0110 -0.5193 -1.7806 -0.366 0.059 -0.509 0.0123
C 2.1370 -5.0212 0.9739 -0.008 -0.040 0.014 -0.7392
C 1.0912 2.1001 3.7577 -0.003 -0.027 0.016 -1.1867
C 2.1057 -3.0942 -5.3514 -0.157 0.007 -0.155 -0.4715
C 1.6961 -2.6490 -3.1145 0.377 0.383 -0.058 0.0786
C 3.9376 -3.8364 -2.3080 0.150 0.104 -0.103 -1.1778
C 2.3510 4.1726 3.3296 -0.018 0.002 0.010 -0.3023
C 2.7640 -3.7510 -3.2576 -0.207 -0.115 -0.035 -0.4813
C -5.7909 1.3449 0.8245 -0.038 -0.038 0.011 -0.7234
C 2.3682 -1.2373 -3.0534 0.098 -0.060 0.175 -0.6731
C -3.0266 1.6098 -0.2073 0.067 -0.027 -0.015 -1.4249
C 2.2551 2.4450 0.7667 0.014 0.006 -0.036 -0.6010
C 0.9369 -2.8595 -4.4510 0.152 0.072 0.130 -0.6744
H -6.9575 3.6976 0.5742 0.003 -0.009 0.005 0.3561
H -3.1815 0.6259 0.2390 -0.011 0.003 0.011 0.2819
H -5.4508 0.5773 0.1240 0.025 0.015 -0.011 0.3392
H 2.0744 3.5129 0.6362 0.007 0.001 0.012 0.3963
H -6.3896 3.5418 2.9700 0.019 -0.013 -0.003 0.2253
H -0.2501 1.9928 2.0315 -0.008 0.059 -0.025 0.0609
H 2.2045 5.8252 4.6986 -0.001 -0.002 0.003 0.4340
H -1.6224 -3.2194 -5.5689 -0.139 0.062 0.025 0.3391
H -6.8695 1.4240 0.6699 0.002 0.007 0.019 0.3916
H 0.9603 2.3355 4.8160 0.014 0.047 -0.011 0.3924
H 1.3062 1.9220 0.6564 -0.002 0.015 -0.011 -0.0012
H 4.0354 -3.6733 -5.1128 -0.044 -0.190 0.035 0.3143
H 2.7761 -6.1550 2.5548 -0.069 -0.068 -0.053 0.2536
H 4.6232 -2.9995 -2.4681 -0.005 -0.005 0.044 0.3774
H -1.0374 -0.0814 -3.4143 -0.035 -0.075 0.048 0.2248
H 1.0953 -2.7911 -2.2191 -0.181 -0.259 -0.184 0.9247
H 2.1443 -2.8886 -6.4164 0.019 -0.106 -0.007 0.4779
H -4.4484 0.9035 2.4918 0.005 -0.014 -0.008 0.1614
H 3.9577 -5.7890 1.5243 -0.030 -0.030 -0.035 0.2142
H -3.4217 2.6985 1.5960 0.003 0.002 -0.006 0.2609
H 0.3992 -3.8189 -4.3768 -0.127 0.075 -0.113 0.5864
H -0.3178 3.5369 2.8870 0.028 0.009 0.015 0.2952
H 2.2377 -4.7124 -3.2836 0.053 -0.003 0.221 0.5438
H -3.4657 3.6734 0.1375 -0.021 0.014 0.023 0.4488
H -1.0617 2.1034 3.5842 0.002 0.009 0.010 0.4221
H -5.5231 4.6398 0.2467 0.024 -0.012 0.004 0.3885
H -3.3538 1.5694 -1.2481 -0.032 0.018 0.004 0.3564
H 2.1193 -0.6193 -3.9175 -0.112 0.016 0.079 0.6791
H 2.9733 1.0616 2.2566 -0.011 0.002 -0.008 0.3937
H 3.2345 -2.8852 -0.4876 -0.110 -0.031 -0.044 0.0644
H -6.0558 1.4168 3.0017 0.032 0.023 -0.002 0.2524
H 4.3920 -4.1731 -0.2698 0.006 0.146 0.027 0.4584
H -5.8157 -0.1945 2.3398 -0.011 0.004 0.005 0.3727
H -2.2406 -1.2416 -3.9656 -0.020 0.025 0.020 0.4755
H 1.0978 -5.3117 1.1302 0.019 -0.019 0.021 0.3940
H 2.6781 4.3001 5.4610 -0.007 -0.005 0.001 0.3363
H 3.3607 4.4762 3.0396 -0.003 0.001 -0.008 0.4723
H 1.4753 -4.6695 -1.0494 0.040 0.099 0.044 0.2276
H -6.2116 5.2146 2.4623 -0.003 -0.003 0.003 0.4042
H 3.4514 -1.3341 -3.0138 0.003 0.007 -0.109 0.3742
H 1.6707 4.6254 2.5905 -0.002 -0.010 0.001 0.2552
H -1.0094 -1.7404 -2.7887 -0.027 -0.020 -0.052 0.3701
H 2.7255 -5.8910 -0.8793 -0.081 0.001 -0.022 0.3322
H 1.2400 1.0177 3.7158 0.004 0.003 -0.007 0.3466
H 3.9606 2.4927 2.0684 -0.015 0.040 0.021 0.3497
H 2.2720 -4.0370 1.4448 -0.078 0.008 -0.044 0.3307
H 0.9972 4.5820 4.9888 -0.004 -0.004 -0.005 0.2911
H -1.9538 1.8125 -0.1887 0.002 -0.010 -0.003 0.4234
H 4.4978 -4.7475 -2.5373 -0.028 0.012 -0.078 0.4291
H 2.9048 2.1172 -0.0468 0.022 0.015 0.011 0.2770
H -4.7814 4.2133 2.6819 0.003 0.005 -0.005 0.2509
```
Forces are in eV/Å.

Summary:
Calculated total energy ... -46733.3378 eV
Total charge ... +1
E_LUMO ... -4.5 eV
Orbital gap ... 5.01 eV
2S+1 ... 1